[1]
{"formula": "C62H60KN9O2P2", "method": "the ωB97M-V functional and the def2-TZVPD basis", "elements": ["K", "C", "C", "C", "C", "C", "N", "C", "C", "C", "N", "C", "C", "C", "C", "C", "C", "C", "C", "N", "C", "C", "C", "N", "C", "C", "C", "C", "O", "C", "O", "H", "H", "H", "H", "H", "H", "H", "H", "H", "H", "H", "H", "H", "H", "H", "H", "H", "H", "H", "H", "H", "H", "H", "H", "H", "H", "H", "H", "N", "C", "N", "C", "N", "C", "C", "N", "C", "C", "N", "H", "H", "H", "H", "H", "C", "P", "C", "C", "C", "C", "C", "C", "C", "C", "C", "C", "C", "C", "P", "C", "C", "C", "C", "C", "C", "C", "C", "C", "C", "C", "C", "H", "H", "H", "H", "H", "H", "H", "H", "H", "H", "H", "H", "H", "H", "H", "H", "H", "H", "H", "H", "H", "H", "C", "C", "C", "C", "C", "C", "C", "H", "H", "H", "H", "H"], "positions_angstrom": [[1.18046, 0.81032, 0.18179], [0.12866, -4.62686, 5.99746], [0.40026, -3.62849, 4.90126], [1.48468, -2.76020, 4.97787], [1.73135, -1.76343, 4.00518], [2.87601, -0.98121, 3.94318], [4.06253, -1.22767, 4.65095], [4.66109, -2.56973, 4.61891], [4.82435, -3.22592, 3.24159], [6.10208, -2.86466, 2.48413], [6.18851, -1.48076, 1.99339], [5.17960, -1.10437, 1.07452], [5.11825, -1.59452, -0.22602], [6.14220, -2.36091, -0.83909], [6.03338, -2.84010, -2.13101], [7.15241, -3.62473, -2.76786], [4.85395, -2.58534, -2.84435], [3.80147, -1.86264, -2.29176], [2.54217, -1.65483, -3.04919], [1.36793, -1.99290, -2.69945], [1.22292, -2.73248, -1.45242], [-0.08937, -3.51676, -1.40163], [-1.24073, -2.71153, -0.77538], [-0.76968, -2.12111, 0.45426], [-0.94612, -2.77821, 1.52873], [-0.25592, -2.57213, 2.79067], [-0.42003, -3.55227, 3.78309], [0.73137, -1.53726, 2.94241], [0.79359, -0.53716, 2.19295], [3.91471, -1.27965, -0.99684], [3.03479, -0.49777, -0.53529], [1.03266, -4.82761, 6.57745], [-0.22496, -5.57826, 5.59080], [-0.63474, -4.27098, 6.69764], [2.14539, -2.82135, 5.83686], [2.86880, -0.12968, 3.27606], [4.74645, -0.51479, 4.45510], [4.05422, -3.22858, 5.23822], [5.63689, -2.49062, 5.11190], [3.95033, -2.98836, 2.62823], [4.81649, -4.31251, 3.38298], [6.19993, -3.52197, 1.61847], [6.97408, -3.04362, 3.12503], [6.19045, -0.84763, 2.78053], [4.36218, -0.48426, 1.42371], [7.05346, -2.54016, -0.27578], [7.99008, -3.73372, -2.07657], [7.52878, -3.13365, -3.67025], [6.82924, -4.62908, -3.05792], [4.74952, -2.97926, -3.85312], [2.62913, -1.16384, -4.02446], [1.21141, -2.04712, -0.60041], [2.07980, -3.40043, -1.30991], [0.06035, -4.40322, -0.77669], [-0.36242, -3.86065, -2.40455], [-2.11220, -3.37064, -0.62496], [-1.54356, -1.90794, -1.45786], [-1.59656, -3.67570, 1.51505], [-1.20400, -4.29510, 3.64622], [0.43882, 4.16440, -3.91600], [-0.11507, 3.41715, -2.95132], [0.82126, 2.75855, -2.31138], [1.96150, 3.15221, -2.93843], [1.77898, 4.00926, -3.92509], [3.29185, 2.67603, -2.52617], [4.35839, 2.64313, -3.41946], [5.55624, 2.19348, -3.06693], [5.67235, 1.76613, -1.81180], [4.61243, 1.81036, -0.91674], [3.41813, 2.26916, -1.26690], [-0.00497, 4.79912, -4.55406], [-1.17322, 3.39573, -2.74308], [4.22452, 2.98354, -4.43917], [6.63019, 1.36249, -1.50655], [4.72663, 1.43601, 0.09115], [-3.88818, 0.56083, 0.32501], [-2.18917, 0.92238, -0.34668], [-2.06155, 2.57873, 0.44074], [-2.71292, 3.70322, 0.03020], [-3.12145, 4.69989, 0.97748], [-2.90491, 4.53145, 2.30876], [-1.92546, 3.60477, 2.83627], [-1.38579, 2.52315, 1.73541], [-2.53993, 1.23128, -2.12863], [-3.62625, 1.93456, -2.65380], [-3.75258, 2.13017, -4.02090], [-2.79836, 1.61474, -4.89140], [-1.72972, 0.88756, -4.38863], [-1.60598, 0.69583, -3.01820], [-4.51228, -1.14234, 0.03018], [-5.09312, -0.97617, -1.71213], [-6.22046, -0.24845, -2.08752], [-6.57627, -0.13440, -3.42350], [-5.80656, -0.74659, -4.40425], [-4.68302, -1.47482, -4.04288], [-4.33500, -1.59417, -2.70467], [-6.14547, -1.06887, 0.87681], [-6.99881, -2.16286, 0.71082], [-8.23805, -2.20497, 1.32605], [-8.64622, -1.15484, 2.14116], [-7.80590, -0.06909, 2.32448], [-6.56680, -0.02380, 1.69368], [-4.60618, 1.33414, 0.03276], [-3.73238, 0.65623, 1.40556], [-3.10718, 3.77659, -0.97694], [-3.76140, 5.50535, 0.63229], [-3.45501, 5.15085, 3.01328], [-2.09487, 3.21161, 3.83857], [-1.20564, 1.52416, 2.13778], [-4.39031, 2.32166, -1.99119], [-4.60701, 2.67178, -4.41011], [-2.90238, 1.76451, -5.96011], [-0.98574, 0.46619, -5.05378], [-0.75947, 0.13217, -2.63831], [-6.82719, 0.23200, -1.32762], [-7.45608, 0.43496, -3.69994], [-6.07849, -0.64890, -5.44860], [-4.06668, -1.94163, -4.80093], [-3.45629, -2.16441, -2.42425], [-6.68041, -2.99101, 0.08624], [-8.88378, -3.06251, 1.17973], [-9.61070, -1.18846, 2.63290], [-8.11034, 0.75332, 2.96034], [-5.93145, 0.83889, 1.84458], [-0.55495, 3.62100, 2.27598], [-0.03890, 4.73246, 1.54511], [-0.03522, 6.04355, 2.08249], [0.60416, 7.09118, 1.45034], [1.26083, 6.91002, 0.23080], [1.23046, 5.64127, -0.34054], [0.58804, 4.58811, 0.28877], [-0.53348, 6.21154, 3.03181], [0.59377, 8.07379, 1.91370], [1.76663, 7.73344, -0.25935], [1.71663, 5.46861, -1.29742], [0.54518, 3.62960, -0.20970]], "energy_ha": -4324.4501, "gap_ev": [4.5, 4.2], "total_charge": -2, "max_force_ev_per_a": 0.61}



[2]
{"formula": "C62H76N5O4PReS2", "method": "the ωB97M-V functional and the def2-TZVPD basis", "elements": ["Re", "C", "N", "C", "C", "C", "N", "C", "C", "C", "C", "C", "C", "C", "O", "C", "C", "C", "C", "C", "C", "C", "C", "C", "C", "C", "C", "C", "C", "C", "O", "C", "C", "C", "C", "C", "C", "C", "C", "H", "H", "H", "H", "H", "H", "H", "H", "H", "H", "H", "H", "H", "H", "H", "H", "H", "H", "H", "H", "H", "H", "H", "H", "H", "H", "H", "H", "H", "H", "H", "H", "H", "H", "H", "H", "H", "H", "H", "H", "H", "H", "H", "H", "H", "H", "H", "H", "H", "H", "H", "H", "H", "H", "C", "O", "C", "C", "C", "C", "C", "C", "N", "N", "C", "C", "C", "C", "O", "C", "N", "C", "C", "C", "C", "H", "H", "H", "H", "H", "H", "H", "H", "H", "H", "H", "H", "S", "P", "S", "C", "C", "C", "C", "C", "C", "C", "C", "C", "C", "C", "C", "H", "H", "H", "H", "H", "H", "H", "H", "H", "H"], "positions_angstrom": [[-0.83306, -0.85810, 0.84588], [-3.43212, -2.44025, 2.14213], [-2.04165, -2.18829, 2.58755], [-1.47436, -3.49720, 2.96450], [-2.11868, -1.37364, 3.82224], [-2.08506, 0.10245, 3.50484], [-0.86938, 0.42958, 2.71239], [-0.89491, 1.85218, 2.30762], [-2.10067, 2.27200, 1.50865], [-2.36697, 3.63352, 1.47989], [-3.40989, 4.15388, 0.73360], [-4.19970, 3.24339, 0.03923], [-3.98849, 1.86749, 0.04062], [-2.89019, 1.37644, 0.77802], [-2.62213, 0.05424, 0.83600], [-4.93038, 0.94570, -0.74080], [-4.15072, 0.13762, -1.78243], [-5.63282, -0.01547, 0.22559], [-6.02395, 1.72151, -1.48265], [-3.65381, 5.66162, 0.70327], [-2.40573, 6.36502, 0.15175], [-3.93150, 6.16557, 2.12626], [-4.84382, 6.03941, -0.17891], [0.29580, 0.20112, 3.60427], [1.58842, 0.72654, 3.09267], [2.40775, 1.47563, 3.91618], [3.66869, 1.86691, 3.49379], [4.05256, 1.45520, 2.22335], [3.25728, 0.71193, 1.34959], [1.96375, 0.35198, 1.79986], [1.10259, -0.36496, 1.05965], [3.78908, 0.37765, -0.04410], [3.69447, -1.12762, -0.32227], [5.25599, 0.77981, -0.22517], [2.96104, 1.15424, -1.06885], [4.56347, 2.70082, 4.40856], [5.89529, 3.05778, 3.74827], [3.84313, 4.00626, 4.77209], [4.85832, 1.91221, 5.69177], [-3.93580, -3.07441, 2.87931], [-3.95759, -1.49736, 2.05795], [-3.43905, -2.92668, 1.17236], [-2.05179, -3.92368, 3.79182], [-1.52228, -4.18389, 2.12299], [-0.43824, -3.38829, 3.27888], [-3.02853, -1.62194, 4.37937], [-1.28746, -1.65154, 4.46470], [-2.96189, 0.38595, 2.93567], [-2.07909, 0.69167, 4.42838], [-0.83701, 2.47028, 3.21465], [0.01612, 2.03383, 1.73547], [-1.72619, 4.29192, 2.05825], [-5.02435, 3.62601, -0.53832], [-3.41791, -0.51736, -1.31662], [-4.84569, -0.47139, -2.36674], [-3.61943, 0.79706, -2.47267], [-4.90779, -0.66214, 0.70892], [-6.19106, 0.53214, 0.98882], [-6.33545, -0.64701, -0.32387], [-5.60814, 2.40652, -2.22394], [-6.65463, 1.00660, -2.01395], [-6.66498, 2.28744, -0.80339], [-1.53169, 6.17776, 0.77669], [-2.17881, 6.01245, -0.85596], [-2.56550, 7.44502, 0.11142], [-3.09231, 5.96306, 2.79295], [-4.10251, 7.24457, 2.12087], [-4.81642, 5.67981, 2.54165], [-4.69519, 5.72255, -1.21280], [-5.77352, 5.59844, 0.18571], [-4.96730, 7.12390, -0.17676], [0.07896, 0.65410, 4.57891], [0.39674, -0.87404, 3.75179], [2.04574, 1.74077, 4.90433], [5.03436, 1.73638, 1.87982], [4.15736, -1.70032, 0.48696], [2.66423, -1.44026, -0.45403], [4.22781, -1.36860, -1.24563], [5.91295, 0.27065, 0.48420], [5.56821, 0.49556, -1.23138], [5.40744, 1.85679, -0.13047], [1.91035, 0.88646, -0.98779], [3.05237, 2.23123, -0.90519], [3.30320, 0.93050, -2.08165], [5.74862, 3.62232, 2.82569], [6.48396, 3.67629, 4.42804], [6.48271, 2.16733, 3.51683], [3.61350, 4.58324, 3.87449], [2.90627, 3.81428, 5.29677], [4.47200, 4.61816, 5.42268], [5.36438, 0.97338, 5.45997], [5.50066, 2.49368, 6.35714], [3.94172, 1.67533, 6.23410], [4.92511, -3.03052, -3.32731], [5.15223, -4.27023, -2.67432], [4.07811, -5.07416, -2.47783], [2.80535, -4.80275, -2.96779], [1.74637, -5.63765, -2.64634], [1.95772, -6.75914, -1.85747], [3.25295, -7.08122, -1.45531], [4.30427, -6.23490, -1.73679], [0.93593, -7.68745, -1.47206], [-0.18139, -7.33268, -1.07141], [-0.54615, -5.95111, -0.90593], [-1.75982, -5.55898, -1.41138], [-2.24907, -4.24774, -1.27213], [-1.49838, -3.31497, -0.59284], [-1.85589, -2.05847, -0.40626], [-0.27219, -3.72564, -0.01356], [0.35849, -2.75328, 0.69871], [1.46516, -3.05641, 1.33615], [2.00297, -4.35546, 1.32258], [1.38915, -5.33735, 0.59915], [0.21228, -5.03674, -0.12435], [5.87818, -2.50852, -3.31775], [4.17369, -2.43675, -2.79896], [4.60491, -3.18263, -4.36150], [2.61104, -3.92789, -3.56872], [0.75812, -5.38813, -3.00550], [3.41229, -7.99417, -0.89509], [5.30792, -6.44968, -1.39541], [-2.34984, -6.29493, -1.94330], [-3.20516, -3.96723, -1.69398], [1.94826, -2.25757, 1.87978], [2.90469, -4.55639, 1.88352], [1.79153, -6.34040, 0.58898], [0.99923, -1.89333, -2.77201], [0.00745, -0.20642, -2.82979], [-0.66017, 0.62123, -1.04601], [0.95018, 1.12839, -3.63163], [0.76708, 2.46203, -3.28050], [1.47233, 3.45720, -3.94269], [2.35681, 3.12539, -4.95862], [2.53645, 1.79549, -5.31476], [1.83554, 0.79897, -4.65299], [-1.45194, -0.34081, -3.91877], [-2.23064, -1.49018, -3.81315], [-3.33393, -1.66640, -4.62795], [-3.67844, -0.68985, -5.55506], [-2.90905, 0.45667, -5.66402], [-1.79346, 0.62994, -4.85256], [0.08926, 2.71925, -2.47669], [1.33379, 4.49290, -3.65975], [2.90926, 3.90294, -5.47069], [3.22722, 1.53362, -6.10616], [1.97905, -0.24360, -4.90983], [-1.95613, -2.24433, -3.09032], [-3.93179, -2.56535, -4.53952], [-4.54265, -0.82660, -6.19258], [-3.16864, 1.21926, -6.38705], [-1.19537, 1.52600, -4.95478]], "spin_multiplicity": 2, "energy_ha": -4199.0005, "e_above_lowest_kcal_mol": 0.00, "gap_ev": [7.0, 6.7], "total_charge": 0, "max_force_ev_per_a": 1.04}



- Number 2 is which compound?
  C62H76N5O4PReS2



- Which formula does entry 1 have?
  C62H60KN9O2P2



- Which formula does entry 1 have?
  C62H60KN9O2P2